Entry 1:
This record from the Open Molecules 2025 dataset describes 4 unconnected molecules or ions with the total composition C3H14O3S2 at a distorted geometry. The level of theory is ωB97M-V/def2-TZVPD.

Properties
- F_max (eV/Å) = 2.0
- molecular weight (g mol⁻¹) = 162.3
- SMILES = CCCSS.O.O.O
- calculated total energy (hartree) = -1144.7743

Atoms and positions in Å:
S (-2.517, -1.212, -1.832)
S (-0.559, -1.120, -2.233)
O (-0.649, 2.729, -0.605)
O (2.167, 1.923, -0.774)
O (-2.396, 1.064, 0.771)
C (0.240, -0.930, 0.547)
C (1.084, -1.708, 1.580)
C (0.250, -1.782, -0.744)
H (1.598, -0.918, 2.156)
H (2.370, 2.220, 0.122)
H (-0.765, 1.822, -0.958)
H (0.320, 2.739, -0.712)
H (1.815, -2.330, 1.086)
H (-0.740, -0.791, 0.997)
H (2.876, 2.337, -1.282)
H (-0.078, -2.806, -0.586)
H (-2.594, 1.893, 0.339)
H (0.571, 0.076, 0.264)
H (0.525, -2.315, 2.277)
H (-2.733, -0.132, -1.048)
H (1.302, -1.793, -1.042)
H (-2.086, 1.032, 1.677)

Here are the natural (NBO) charges for atoms 1 to 4, given in e: number 1, S, carries -0.158; number 2, S, carries 0.084; number 3, O, carries -0.969; number 4, O, carries -0.944

Entry 2:
This record from the Open Molecules 2025 dataset describes a molecular structure, C39H59N5O5SbSi3Sr at a distorted geometry. The level of theory is ωB97M-V/def2-TZVPD.

Properties
- net charge = -1
- F_max (eV/Å) = 1.4
- molecular weight (g mol⁻¹) = 971.6
- calculated total energy (hartree) = -3311.2845

Atoms and positions in Å:
Sb (-2.640, 2.424, 2.501)
Sr (0.388, -0.511, -0.872)
Si (1.837, -3.552, 0.655)
Si (1.359, -3.946, -2.414)
Si (3.815, -2.448, -1.412)
O (2.045, 1.003, -1.161)
O (-1.341, -1.403, -2.102)
O (0.907, -2.343, 1.417)
O (-2.428, 0.474, -1.624)
O (3.563, 2.264, -2.261)
N (0.222, 1.247, 2.393)
N (-0.790, 3.573, 0.462)
N (-2.837, -0.566, 1.744)
N (1.923, 1.240, -3.420)
N (0.603, 0.764, -3.356)
C (2.086, -2.982, -1.033)
C (0.585, -2.326, 2.791)
C (-5.588, -0.512, 1.297)
C (2.576, 1.540, -2.197)
C (-2.628, 4.182, -1.517)
C (1.853, 1.618, 4.109)
C (1.475, 1.131, 2.855)
C (-2.252, -0.541, -2.321)
C (2.488, 0.483, 1.968)
C (-3.532, 0.569, 1.863)
C (-4.875, -1.689, 1.190)
C (-0.269, -4.835, -2.035)
C (-3.500, -1.683, 1.418)
C (-2.634, 1.539, -4.456)
C (-3.220, 0.150, -4.565)
C (-0.669, 1.894, 3.159)
C (-2.702, -2.945, 1.290)
C (-3.699, -2.070, -3.734)
C (-4.472, -1.414, -5.940)
C (-2.074, 3.241, 0.596)
C (0.934, -2.894, -3.930)
C (-3.622, -3.133, -2.671)
C (-3.103, -0.809, -3.556)
C (-0.361, 2.404, 4.416)
C (0.877, -5.148, 0.965)
C (3.324, -3.755, 1.804)
C (2.466, -5.327, -3.099)
C (4.038, -1.777, -3.161)
C (0.925, 2.250, 4.905)
C (-3.036, 3.541, -0.363)
C (5.116, -3.827, -1.280)
C (4.506, -1.069, -0.321)
C (-1.290, 4.512, -1.669)
C (-4.908, 0.638, 1.655)
C (-5.164, -1.762, -7.232)
C (1.061, 4.569, -0.729)
C (-0.392, 4.196, -0.655)
C (-3.896, -0.173, -5.743)
C (-4.380, -2.345, -4.910)
H (5.124, -4.265, -0.279)
H (-3.970, 0.578, -6.524)
H (1.268, 5.381, -0.027)
H (-4.558, -2.456, -7.819)
H (5.045, -1.356, -3.254)
H (-0.787, -5.049, -2.976)
H (-4.844, -3.320, -5.029)
H (1.903, -5.958, -3.796)
H (-5.373, -2.616, 0.936)
H (2.141, 1.904, -4.149)
H (-3.383, 2.284, -4.734)
H (4.024, -0.113, -0.541)
H (0.144, -3.277, 3.115)
H (6.115, -3.420, -1.472)
H (3.961, -2.871, 1.819)
H (0.419, 0.112, -4.109)
H (3.460, 0.434, 2.456)
H (-1.117, 2.925, 4.989)
H (5.577, -0.958, -0.525)
H (3.921, -2.547, -3.929)
H (3.330, -0.970, -3.371)
H (-3.345, 4.426, -2.293)
H (-2.640, -3.605, -2.671)
H (-4.381, -3.899, -2.840)
H (-5.434, 1.575, 1.792)
H (-0.116, -5.780, -1.512)
H (4.936, -4.634, -1.994)
H (-0.929, -4.214, -1.423)
H (-0.083, 1.512, -3.373)
H (0.733, -3.537, -4.794)
H (2.980, -3.940, 2.827)
H (-5.337, -0.873, -7.839)
H (-1.959, -3.010, 2.081)
H (1.747, -2.215, -4.198)
H (-6.126, -2.244, -7.049)
H (1.472, -2.141, 3.407)
H (0.991, -5.466, 2.007)
H (-1.793, 1.659, -5.146)
H (-0.190, -5.022, 0.763)
H (-3.772, -2.704, -1.684)
H (1.240, -5.960, 0.330)
H (2.594, 1.035, 1.032)
H (0.036, -2.300, -3.733)
H (2.847, -5.964, -2.293)
H (3.943, -4.605, 1.510)
H (1.344, 4.897, -1.729)
H (-4.071, 3.254, -0.220)
H (4.391, -1.262, 0.746)
H (1.200, 2.635, 5.879)
H (-2.307, 1.752, -3.442)
H (2.186, -0.532, 1.700)
H (2.877, 1.497, 4.436)
H (1.685, 3.725, -0.434)
H (3.328, -4.920, -3.636)
H (-0.137, -1.527, 2.971)
H (-6.658, -0.496, 1.130)
H (-0.938, 5.011, -2.564)
H (-2.161, -2.934, 0.339)
H (-3.341, -3.827, 1.307)

Here are the Löwdin charges for atoms 1 to 4, given in e: number 1, Sb, carries 1.485; number 2, Sr, carries 1.471; number 3, Si, carries 0.283; number 4, Si, carries 0.348

Entry 3:
This record from the Open Molecules 2025 dataset describes C8H17O3P in the gas phase at a distorted geometry. The level of theory is ωB97M-V/def2-TZVPD.

Properties
- F_max (eV/Å) = 6.0
- molecular weight (g mol⁻¹) = 192.2
- SMILES = CCO[PH2]=C(CC)C(=O)OCC
- calculated total energy (hartree) = -881.9005

Atoms and positions in Å:
P (0.649, -0.857, -0.662)
O (-2.814, 1.307, -0.622)
O (2.181, -1.629, -0.441)
O (-1.950, -0.831, -0.485)
C (-3.536, -1.500, 1.278)
C (0.741, 2.267, 0.779)
C (-0.608, 0.917, -1.039)
C (3.744, 0.186, -0.545)
C (3.171, -0.935, 0.273)
C (-3.230, -1.418, -0.218)
C (-1.880, 0.525, -0.647)
C (0.073, 2.184, -0.664)
H (-0.827, 2.811, -0.677)
H (-3.201, -2.488, -0.624)
H (0.306, -1.761, -1.723)
H (2.769, -0.634, 1.260)
H (0.764, 2.542, -1.296)
H (-4.014, -0.760, -0.688)
H (-3.626, -2.535, 1.388)
H (1.709, 1.897, 0.504)
H (4.715, 0.610, 0.043)
H (3.018, 0.966, -0.666)
H (0.006, -1.635, 0.334)
H (-2.635, -1.024, 1.796)
H (4.116, -0.265, -1.565)
H (3.897, -1.591, 0.741)
H (0.158, 1.501, 1.524)
H (0.835, 3.204, 1.136)
H (-4.531, -1.055, 1.507)

Here are the natural (NBO) charges for atoms 1 to 4, given in e: number 1, P, carries 0.965; number 2, O, carries -0.635; number 3, O, carries -0.751; number 4, O, carries -0.563

Entry 4:
This record from the Open Molecules 2025 dataset describes 2 unconnected molecules or ions with the total composition C10H16N3 at a distorted geometry. The level of theory is ωB97M-V/def2-TZVPD.

Properties
- net charge = +1
- F_max (eV/Å) = 5.2
- molecular weight (g mol⁻¹) = 178.3
- calculated total energy (hartree) = -554.4488

Atoms and positions in Å:
N (2.198, -1.025, 1.227)
N (1.797, -2.103, 0.561)
N (-1.781, 1.589, 1.466)
C (1.434, -0.046, -1.319)
C (0.549, -1.914, -0.084)
C (2.426, 0.093, 0.839)
C (-2.144, -1.159, -0.777)
C (-1.001, -0.221, -1.009)
C (0.387, -0.702, -0.881)
C (-0.558, -2.698, 0.128)
C (1.578, 1.339, -1.984)
C (-0.675, 2.497, 1.752)
C (-1.826, -2.430, -0.436)
H (0.185, 1.816, 1.762)
H (2.529, 1.069, 1.165)
H (-0.497, 3.288, 1.028)
H (1.723, 1.129, -3.121)
H (-1.898, 1.056, 2.236)
H (-2.682, 1.933, 1.363)
H (0.683, 2.006, -1.903)
H (-0.785, 2.845, 2.856)
H (-2.769, -3.075, -0.361)
H (2.376, -0.644, -1.296)
H (-3.041, -0.880, -1.199)
H (-1.032, 0.424, -0.136)
H (-0.505, -3.577, 0.690)
H (-1.223, 0.407, -1.996)
H (2.047, -2.952, 1.021)
H (2.507, 1.937, -1.593)

Here are the natural (NBO) charges for atoms 1 to 4, given in e: number 1, N, carries -0.146; number 2, N, carries -0.380; number 3, N, carries -0.841; number 4, C, carries -0.225

The highest F_max belongs to which entry? C8H17O3P